No. 1
92
Properties=species:S:1:pos:R:3 method="wB97M-V/def2-TZVPD" fmax_ev_per_a=0.43 charge=-2 multiplicity=1 homo_energy_ev=-2.507 relative_energy_ev=0.000
Na 0.18 -0.34 0.69
O -1.72 -1.48 -2.56
S -2.27 -1.93 -1.29
O -2.54 -3.36 -1.24
O -1.54 -1.42 -0.13
C -3.87 -1.12 -1.19
C -4.89 -1.76 -1.89
C -6.15 -1.19 -1.98
C -6.39 0.03 -1.37
C -5.38 0.66 -0.66
C -4.10 0.10 -0.55
P -2.80 0.96 0.49
C -3.26 0.29 2.14
C -2.27 -0.26 2.95
C -2.58 -0.76 4.21
C -3.88 -0.72 4.67
C -4.89 -0.18 3.87
C -4.57 0.31 2.61
C -3.47 2.67 0.58
C -3.50 3.36 1.78
C -3.79 4.72 1.81
C -4.06 5.40 0.64
C -4.02 4.72 -0.57
C -3.71 3.37 -0.60
H -4.67 -2.71 -2.35
H -6.94 -1.70 -2.52
H -7.37 0.50 -1.42
H -5.59 1.61 -0.19
H -1.24 -0.32 2.64
H -1.79 -1.20 4.80
H -4.12 -1.11 5.65
H -5.91 -0.14 4.22
H -5.36 0.73 1.99
H -3.27 2.85 2.71
H -3.78 5.24 2.76
H -4.29 6.46 0.66
H -4.21 5.25 -1.50
H -3.66 2.86 -1.56
N 1.04 -7.33 -1.55
C 0.99 -6.37 -0.50
C -0.18 -5.66 -0.26
C -0.23 -4.73 0.77
C 0.88 -4.53 1.57
C 2.05 -5.24 1.35
C 2.10 -6.16 0.32
S 0.83 -3.26 2.80
O -0.57 -3.07 3.11
O 1.71 -3.64 3.87
N 1.29 -1.97 1.99
C 2.54 -1.49 1.93
N 2.62 -0.24 1.38
C 3.76 0.39 1.52
C 4.90 -0.19 2.06
C 4.76 -1.53 2.39
N 3.62 -2.19 2.32
H 0.40 -7.10 -2.29
H 1.97 -7.42 -1.93
H -1.04 -5.79 -0.91
H -1.12 -4.13 0.91
H 2.91 -5.05 1.98
H 3.01 -6.72 0.13
H 3.80 1.42 1.15
H 5.83 0.35 2.17
H 5.62 -2.11 2.73
C -0.23 1.54 -2.13
N 0.86 1.20 -1.23
C 1.28 2.42 -0.53
C 1.99 0.66 -1.98
C 1.76 -0.76 -2.48
N 1.98 -1.78 -1.47
C 3.38 -2.00 -1.22
C 1.37 -3.05 -1.87
H 0.11 2.25 -2.91
H -1.03 2.02 -1.57
H -0.64 0.65 -2.60
H 1.66 3.18 -1.24
H 2.06 2.19 0.19
H 0.43 2.85 0.01
H 2.87 0.69 -1.34
H 2.20 1.31 -2.85
H 2.43 -0.94 -3.35
H 0.74 -0.86 -2.84
H 3.90 -2.37 -2.12
H 3.50 -2.74 -0.42
H 3.88 -1.08 -0.89
H 1.84 -3.44 -2.79
H 0.31 -2.92 -2.04
H 1.51 -3.78 -1.07
Cl -1.34 3.72 4.65
Si -0.09 2.82 3.07
Cl 1.34 4.49 2.87
Cl 1.11 1.54 4.35

---

No. 2
86
Properties=species:S:1:pos:R:3 method="wB97M-V/def2-TZVPD" fmax_ev_per_a=0.58 multiplicity=4 homo_energy_ev="-5.602 / -7.710" relative_energy_ev=2.483
Co 0.80 -0.65 0.16
O -0.59 -1.99 0.15
N -1.11 -2.19 -0.99
N -0.63 -1.48 -1.93
O 0.36 -0.61 -1.74
C -1.21 -1.58 -3.24
C -0.71 -0.76 -4.23
C -1.26 -0.83 -5.51
C -2.30 -1.69 -5.77
C -2.80 -2.51 -4.76
C -2.26 -2.46 -3.49
H 0.10 -0.08 -4.00
H -0.87 -0.19 -6.29
H -2.73 -1.74 -6.77
H -3.62 -3.19 -4.96
H -2.64 -3.08 -2.69
Cl 5.27 -6.13 1.86
C 4.05 -4.94 2.00
C 3.36 -4.87 3.26
C 2.42 -3.94 3.43
I 1.41 -3.79 5.24
C 2.10 -2.98 2.35
O 1.23 -2.06 2.71
C 2.71 -3.11 1.06
N 2.33 -2.34 0.05
C 2.92 -2.50 -1.17
C 3.91 -3.39 -1.41
C 4.34 -4.24 -0.35
C 3.73 -4.11 0.89
H 3.62 -5.56 4.05
H 2.53 -1.86 -1.95
H 4.34 -3.48 -2.40
H 5.11 -4.98 -0.50
N 1.18 0.20 2.86
C 1.11 -0.74 2.04
H 1.28 -0.12 3.83
C -3.10 1.48 -1.69
C -3.26 1.25 -0.19
C -4.30 2.21 0.39
C -3.79 -0.18 0.02
P -1.54 1.33 0.62
C -2.02 1.20 2.39
C -2.15 -0.11 2.86
C -2.51 -0.37 4.17
C -2.72 0.69 5.06
C -2.58 1.99 4.60
C -2.24 2.24 3.28
C -0.83 3.05 0.33
C -1.75 4.27 0.39
C 0.30 3.20 1.35
C -0.20 3.00 -1.08
H -4.00 1.13 -2.21
H -2.25 0.94 -2.10
H -2.98 2.54 -1.93
H -5.26 2.03 -0.10
H -4.05 3.25 0.24
H -4.44 2.04 1.46
H -4.75 -0.26 -0.50
H -3.97 -0.39 1.08
H -3.12 -0.94 -0.38
H -1.95 -0.94 2.19
H -2.61 -1.39 4.51
H -2.99 0.49 6.09
H -2.75 2.82 5.28
H -2.17 3.27 2.96
H -2.32 4.34 1.31
H -2.46 4.29 -0.44
H -1.14 5.17 0.31
H -0.07 3.43 2.35
H 0.94 4.03 1.04
H 0.90 2.30 1.44
H -0.94 3.10 -1.87
H 0.34 2.06 -1.23
H 0.51 3.82 -1.18
C 4.70 1.99 -2.43
N 3.94 1.53 -1.29
C 4.35 1.55 0.03
C 3.34 0.99 0.75
N 2.33 0.63 -0.10
C 2.72 0.96 -1.31
H 5.18 2.93 -2.20
H 4.02 2.15 -3.27
H 5.45 1.26 -2.72
H 5.30 1.96 0.33
H 3.26 0.85 1.81
H 2.15 0.81 -2.22

---

No. 3
85
Properties=species:S:1:pos:R:3 method="wB97M-V/def2-TZVPD" fmax_ev_per_a=3.13 multiplicity=5 homo_energy_ev="-8.182 / -8.456" relative_energy_ev=0.611
Cr 0.48 0.22 4.24
C -0.83 1.92 3.77
C -1.13 0.79 2.97
C -0.77 0.60 1.51
C 0.58 -0.13 1.29
C 1.58 0.04 2.41
C 1.86 1.27 3.07
C 1.34 2.63 2.63
C 0.07 3.06 3.40
C 1.77 -1.22 4.83
H -1.54 2.16 4.57
H -1.98 0.16 3.31
H -0.79 1.55 0.95
H -1.55 -0.04 1.07
H 0.39 -1.21 1.18
H 1.04 0.18 0.33
H 2.36 -0.73 2.41
H 2.80 1.33 3.66
H 1.16 2.68 1.55
H 2.13 3.37 2.83
H 0.38 3.57 4.33
H -0.50 3.81 2.83
H 1.87 -1.11 5.92
H 2.74 -1.21 4.30
H 1.17 -2.12 4.56
P 1.52 -1.20 -4.34
P -1.55 -0.73 -3.99
N 2.95 -0.20 -4.23
N 2.35 -2.45 -5.29
N -1.86 0.97 -3.70
N -3.21 -1.09 -4.38
C 0.67 -0.30 -5.71
C -0.86 -0.58 -5.72
C 3.38 0.42 -3.04
C 4.46 1.24 -3.34
C 4.69 1.15 -4.75
C 3.75 0.28 -5.28
C 2.49 -3.76 -4.82
C 2.92 -4.57 -5.86
C 3.08 -3.74 -7.01
C 2.72 -2.44 -6.64
C -1.63 1.55 -2.44
C -1.71 2.93 -2.57
C -1.99 3.22 -3.94
C -2.08 2.01 -4.61
C -4.13 -0.38 -5.17
C -5.25 -1.17 -5.38
C -5.02 -2.43 -4.73
C -3.77 -2.36 -4.14
H 1.08 -0.58 -6.70
H 0.86 0.78 -5.57
H -1.38 0.20 -6.31
H -1.08 -1.55 -6.19
H 2.88 0.19 -2.11
H 5.00 1.86 -2.64
H 5.45 1.67 -5.32
H 3.58 -0.03 -6.29
H 2.25 -3.99 -3.78
H 3.09 -5.64 -5.81
H 3.39 -4.04 -8.00
H 2.69 -1.54 -7.23
H -1.43 0.92 -1.59
H -1.57 3.65 -1.77
H -2.11 4.20 -4.40
H -2.27 1.81 -5.66
H -3.92 0.63 -5.49
H -6.12 -0.88 -5.95
H -5.69 -3.28 -4.72
H -3.21 -3.08 -3.55
O 0.11 2.82 7.23
S 0.41 1.42 7.38
O 1.78 1.03 7.60
N -0.25 0.52 6.10
C -1.28 -0.33 6.40
O -1.78 -1.09 5.56
C -1.58 -0.24 7.84
C -2.44 -1.09 8.54
C -2.40 -1.07 9.94
C -1.55 -0.18 10.62
C -0.69 0.68 9.91
C -0.70 0.60 8.51
H -3.10 -1.76 7.98
H -3.03 -1.75 10.51
H -1.53 -0.18 11.72
H -0.03 1.40 10.41

---

Repeat the third record exactly.
85
Properties=species:S:1:pos:R:3 method="wB97M-V/def2-TZVPD" fmax_ev_per_a=3.13 multiplicity=5 homo_energy_ev="-8.182 / -8.456" relative_energy_ev=0.611
Cr 0.48 0.22 4.24
C -0.83 1.92 3.77
C -1.13 0.79 2.97
C -0.77 0.60 1.51
C 0.58 -0.13 1.29
C 1.58 0.04 2.41
C 1.86 1.27 3.07
C 1.34 2.63 2.63
C 0.07 3.06 3.40
C 1.77 -1.22 4.83
H -1.54 2.16 4.57
H -1.98 0.16 3.31
H -0.79 1.55 0.95
H -1.55 -0.04 1.07
H 0.39 -1.21 1.18
H 1.04 0.18 0.33
H 2.36 -0.73 2.41
H 2.80 1.33 3.66
H 1.16 2.68 1.55
H 2.13 3.37 2.83
H 0.38 3.57 4.33
H -0.50 3.81 2.83
H 1.87 -1.11 5.92
H 2.74 -1.21 4.30
H 1.17 -2.12 4.56
P 1.52 -1.20 -4.34
P -1.55 -0.73 -3.99
N 2.95 -0.20 -4.23
N 2.35 -2.45 -5.29
N -1.86 0.97 -3.70
N -3.21 -1.09 -4.38
C 0.67 -0.30 -5.71
C -0.86 -0.58 -5.72
C 3.38 0.42 -3.04
C 4.46 1.24 -3.34
C 4.69 1.15 -4.75
C 3.75 0.28 -5.28
C 2.49 -3.76 -4.82
C 2.92 -4.57 -5.86
C 3.08 -3.74 -7.01
C 2.72 -2.44 -6.64
C -1.63 1.55 -2.44
C -1.71 2.93 -2.57
C -1.99 3.22 -3.94
C -2.08 2.01 -4.61
C -4.13 -0.38 -5.17
C -5.25 -1.17 -5.38
C -5.02 -2.43 -4.73
C -3.77 -2.36 -4.14
H 1.08 -0.58 -6.70
H 0.86 0.78 -5.57
H -1.38 0.20 -6.31
H -1.08 -1.55 -6.19
H 2.88 0.19 -2.11
H 5.00 1.86 -2.64
H 5.45 1.67 -5.32
H 3.58 -0.03 -6.29
H 2.25 -3.99 -3.78
H 3.09 -5.64 -5.81
H 3.39 -4.04 -8.00
H 2.69 -1.54 -7.23
H -1.43 0.92 -1.59
H -1.57 3.65 -1.77
H -2.11 4.20 -4.40
H -2.27 1.81 -5.66
H -3.92 0.63 -5.49
H -6.12 -0.88 -5.95
H -5.69 -3.28 -4.72
H -3.21 -3.08 -3.55
O 0.11 2.82 7.23
S 0.41 1.42 7.38
O 1.78 1.03 7.60
N -0.25 0.52 6.10
C -1.28 -0.33 6.40
O -1.78 -1.09 5.56
C -1.58 -0.24 7.84
C -2.44 -1.09 8.54
C -2.40 -1.07 9.94
C -1.55 -0.18 10.62
C -0.69 0.68 9.91
C -0.70 0.60 8.51
H -3.10 -1.76 7.98
H -3.03 -1.75 10.51
H -1.53 -0.18 11.72
H -0.03 1.40 10.41